# 1
13 unconnected molecules or ions with the total composition C22H60B6F24N7O7 in a non-equilibrium geometry, computed with ωB97M-V/def2-TZVPD.

```
! wB97M-V def2-TZVPD RIJCOSX def2/J DEFGRID3
* xyz 0 2
C 2.54162 1.28819 0.15206
C 1.38800 0.26991 0.25206
O 0.22121 0.64778 0.19808
N 1.71999 -1.15495 0.69395
H 2.58427 -1.43445 0.25235
H 1.88231 -0.99093 1.67723
C 0.58929 -2.13483 0.34381
H 2.26163 2.31819 -0.06886
H 3.35424 1.02555 -0.52526
H 2.91145 1.39857 1.17145
H -0.28991 -2.00805 0.97551
H 0.96689 -3.14084 0.52672
H 0.38701 -1.98492 -0.71671
C -3.84564 -0.70063 -5.43110
C -2.29767 -0.64314 -5.68292
O -1.80710 -0.38357 -6.77083
N -1.45928 -1.00672 -4.43647
H -1.05860 -0.18106 -4.01477
H -2.03427 -1.31792 -3.66664
C -0.38808 -2.12027 -4.63019
H -3.98847 0.13263 -4.74308
H -4.20814 -1.65587 -5.05136
H -4.33382 -0.43962 -6.37006
H 0.24320 -1.85018 -5.47673
H -0.93203 -3.01571 -4.93089
H 0.16330 -2.17335 -3.69143
C -3.47210 1.01763 -0.41237
C -3.71791 1.99916 0.66802
O -2.88253 2.52439 1.39986
N -5.17076 2.41438 0.82835
H -5.75818 1.60511 0.68652
H -5.30261 2.82046 1.74367
C -5.57491 3.52964 -0.21025
H -2.52200 0.54144 -0.17020
H -3.21359 1.54319 -1.33165
H -4.22383 0.23802 -0.53574
H -4.83981 4.30162 -0.43782
H -6.46783 4.04678 0.14100
H -5.68817 3.01787 -1.16595
C 3.78190 -4.70549 1.38670
C 2.72492 -5.81788 1.25056
O 1.68062 -5.84429 1.91972
N 2.97214 -6.92547 0.23055
H 2.24962 -7.63042 0.26408
H 2.97286 -6.50249 -0.68661
C 4.24276 -7.79504 0.40272
H 4.68384 -5.10230 1.85269
H 3.47087 -3.79783 1.90393
H 4.16008 -4.31049 0.44380
H 4.06040 -8.67137 -0.21929
H 4.21937 -8.20573 1.41212
H 5.07042 -7.12101 0.18190
C -0.15624 4.29225 -4.91171
C 0.21362 5.01488 -3.62963
O 1.22440 5.63230 -3.52086
N -0.80317 5.01208 -2.46427
H -0.71877 5.88091 -1.95622
H -1.78636 4.84316 -2.62210
C -0.31638 3.91454 -1.50629
H -1.02217 4.82647 -5.30270
H -0.39581 3.26350 -4.64266
H 0.55265 4.45628 -5.72330
H 0.72734 4.02504 -1.21214
H -0.46261 2.93248 -1.95603
H -0.95976 4.03580 -0.63482
C 5.89173 2.98960 -0.30689
C 5.07334 4.23621 -0.17098
O 4.46890 4.71477 -1.10083
N 4.84179 4.78369 1.24442
H 3.93545 4.43675 1.52418
H 5.42866 4.36088 1.94935
C 4.92220 6.32036 1.24173
H 5.65521 2.66586 -1.32047
H 5.77110 2.29675 0.52588
H 6.96170 3.18728 -0.37160
H 4.61580 6.71832 2.20912
H 4.33688 6.76202 0.43524
H 5.95201 6.59485 1.01315
C -5.88236 -0.10504 6.54805
C -5.57858 -0.93401 5.27506
C -4.21389 -0.55221 4.53889
O -4.02422 -1.43386 3.48781
C -2.83594 -1.31263 2.78093
N -5.55101 -2.42600 5.60256
H -5.25150 -3.05273 4.86934
H -4.82193 -2.59175 6.28158
H -6.47459 -2.57565 5.98297
H -5.25231 -0.47321 7.35773
H -6.93834 -0.15181 6.81420
H -5.61274 0.94846 6.47365
H -6.41812 -0.92391 4.57996
H -3.35706 -0.55035 5.21264
H -4.27192 0.46213 4.14413
H -2.72240 -0.38765 2.21558
H -2.80640 -2.10253 2.03040
H -1.99827 -1.51209 3.44923
B 0.91203 -1.84571 3.78587
F 0.94909 -1.96208 5.18352
F 0.28109 -0.65347 3.44696
F 2.22708 -1.65288 3.38055
F 0.31150 -2.95533 3.22743
B -3.15892 -2.34587 -1.85938
F -3.07093 -3.04684 -0.63274
F -2.06578 -1.49399 -1.90521
F -3.22191 -3.22177 -2.93517
F -4.25617 -1.53721 -1.94790
B 0.73141 0.88647 -3.38743
F 1.42086 1.94204 -2.92966
F -0.58477 1.23056 -3.35042
F 1.16101 0.59465 -4.69994
F 1.10132 -0.16637 -2.59933
B 1.95447 -4.71053 -2.28049
F 2.19943 -6.10863 -2.01586
F 2.29396 -4.39234 -3.54347
F 0.68815 -4.32196 -2.08553
F 2.66794 -3.95166 -1.41818
B 1.77373 4.09991 2.08825
F 2.24639 5.00205 1.18239
F 2.78288 3.26443 2.47574
F 1.34400 4.77376 3.18868
F 0.65500 3.39300 1.58050
B 5.35991 -1.04627 0.34821
F 4.26497 -1.73804 -0.10714
F 5.61272 0.12126 -0.35400
F 5.01474 -0.71325 1.69177
F 6.43779 -1.87976 0.45587
*
```

Output
* LUMO (spin up / spin down): -0.0396 / -0.0399 Eh
* E_tot: -117857.56406 eV
* <S²>: 0.754
* HOMO energy (spin up / spin down): -3.976 / -8.555 eV

# 2
10 unconnected molecules or ions with the total composition C22H60Cl2F6N6O14S2 in a non-equilibrium geometry, computed with ωB97M-V/def2-TZVPD.

```
! wB97M-V def2-TZVPD RIJCOSX def2/J DEFGRID3
* xyz 0 1
C -6.01837 2.04641 2.04254
C -5.61192 1.42875 0.74128
C -5.55275 2.44261 -0.50003
O -5.13487 1.70727 -1.58005
C -6.19549 1.16779 -2.37409
N -4.13790 0.91554 0.77091
H -3.88555 0.41350 -0.07149
H -3.41723 1.59073 0.98305
H -3.98952 0.17890 1.53135
H -5.55133 3.01266 2.30479
H -5.93034 1.33944 2.83951
H -7.08326 2.31222 1.91654
H -6.18328 0.51343 0.49378
H -4.77112 3.15626 -0.21758
H -6.56099 2.91678 -0.64348
H -6.90269 1.97542 -2.45522
H -6.66343 0.34378 -1.86392
H -5.66851 0.91367 -3.31568
C -1.27574 1.51578 -1.84856
C -0.92977 0.89672 -0.50846
C 0.12557 -0.19203 -0.51070
O 0.37919 -0.59147 0.79491
C -0.32583 -1.80311 1.11687
N -0.32746 2.00848 0.44468
H 0.66218 2.13139 0.28167
H -0.89337 2.88818 0.38956
H -0.55028 1.79134 1.41909
H -1.93198 0.91026 -2.46521
H -0.35772 1.70768 -2.47782
H -1.72019 2.49842 -1.73152
H -1.79365 0.58568 0.05965
H 1.09451 0.24853 -0.84338
H -0.18894 -0.95564 -1.21603
H -0.11692 -2.52528 0.32772
H -1.41427 -1.56926 1.14548
H -0.04410 -2.13991 2.13081
C 5.16269 1.46735 -4.46204
C 4.88902 1.77914 -2.95664
C 4.46625 3.25958 -2.70495
O 3.25739 3.36931 -3.40549
C 2.31094 4.42104 -3.16884
N 3.66383 0.94204 -2.53861
H 3.74777 -0.05420 -2.75159
H 3.39263 1.05261 -1.51017
H 2.87646 1.30833 -3.05273
H 6.04266 2.02056 -4.78055
H 4.39036 2.00678 -5.07295
H 5.13569 0.39913 -4.61959
H 5.67848 1.51937 -2.24249
H 5.15093 4.00944 -3.13146
H 4.42536 3.41953 -1.63500
H 2.82888 5.41181 -3.22722
H 1.80757 4.37913 -2.20581
H 1.58448 4.34622 -3.94810
C 1.53223 -0.28584 4.14397
C 1.25977 1.06934 3.61805
C 0.32340 1.88862 4.39771
O 0.12141 3.04826 3.56627
C -1.09094 3.81503 3.80491
N 2.51729 1.82615 3.38418
H 3.25784 1.60516 4.02658
H 2.90898 1.59311 2.40792
H 2.41219 2.84034 3.39191
H 0.57583 -0.79700 4.24943
H 1.83983 -0.21653 5.20288
H 2.24418 -0.86621 3.53663
H 0.73099 0.92435 2.67552
H 0.73575 2.14223 5.41020
H -0.59971 1.33788 4.46184
H -0.91505 4.72927 3.24310
H -1.24341 3.99402 4.88911
H -1.97636 3.29389 3.47826
C 4.01466 -5.09601 3.11747
C 2.88923 -5.17180 2.09291
C 2.97916 -4.05185 1.10263
O 2.14702 -4.41212 0.00121
C 2.16671 -3.48260 -1.09945
N 3.00042 -6.43349 1.20952
H 3.93068 -6.77930 1.10822
H 2.46221 -7.21384 1.61282
H 2.52887 -6.19413 0.29884
H 3.98506 -4.22058 3.75709
H 5.01829 -5.14665 2.63585
H 3.95660 -5.90234 3.86173
H 1.91357 -5.20247 2.62428
H 3.93381 -3.92238 0.68280
H 2.73600 -3.05845 1.45540
H 3.05275 -3.71657 -1.71563
H 2.29681 -2.48082 -0.68353
H 1.25084 -3.58010 -1.71003
C 0.22999 -1.97415 -4.27038
F -0.80716 -1.52365 -4.96659
F -0.16449 -2.24487 -3.02084
F 0.68195 -3.15855 -4.71573
S 1.66104 -0.78336 -4.17798
O 2.25784 -0.81079 -5.48038
O 1.12271 0.47642 -3.76662
O 2.40998 -1.41650 -3.06892
C -3.48180 -3.30285 -1.19778
F -4.46053 -4.23426 -1.11890
F -2.81631 -3.46014 -0.03997
F -2.56327 -3.78392 -2.09800
S -4.06611 -1.62861 -1.68578
O -4.57730 -1.79240 -3.02446
O -5.05929 -1.40185 -0.68551
O -2.88757 -0.82191 -1.47625
Cl 3.23385 2.07872 0.70983
Cl -2.60859 3.82814 0.57450
N -2.20185 -0.22153 3.37083
O -3.33227 -0.68105 3.37071
O -1.90128 0.54467 2.47181
O -1.51054 -0.40225 4.35909
*
```

Output
* LUMO: -0.0542 Eh
* E_tot: -124408.15251 eV
* HOMO energy: -8.132 eV

# 3
7 unconnected molecules or ions with the total composition C22H60N3O10 in a non-equilibrium geometry, computed with ωB97M-V/def2-TZVPD.

```
! wB97M-V def2-TZVPD RIJCOSX def2/J DEFGRID3
* xyz -1 1
C -0.07982 1.06406 1.83382
O 0.87818 0.01406 1.80982
H -0.11082 1.39706 0.77182
H 0.56918 1.77406 2.18082
H -0.89982 0.77706 2.46482
C 4.00118 1.08706 2.22082
O 3.07218 1.34306 1.16482
H 4.89918 1.26406 1.80582
H 4.03418 0.16106 2.77582
H 3.95918 1.74206 3.13882
H 2.29318 0.90006 1.28782
C -0.34182 -0.73694 4.92282
O 0.97318 -0.46594 4.48582
H -0.26682 -1.48394 5.53282
H -1.17382 -0.86894 4.09682
H -0.61282 0.14906 5.44182
H 0.78418 -0.05394 3.63282
C 1.69818 -1.84494 -0.63018
O 0.41818 -1.77394 -0.18318
H 1.64618 -1.58594 -1.80418
H 2.01818 -2.80194 -0.46018
H 2.38318 -1.16994 0.00882
H 0.34118 -1.18494 0.69282
C 4.01318 0.38306 -10.39818
O 3.07118 0.95806 -9.56918
C 3.59818 1.07006 -8.28418
C 2.44018 1.49406 -7.45318
N 2.92618 1.71106 -6.04318
C 1.77818 1.88706 -5.20418
C 2.24018 1.71806 -3.79518
O 1.20918 1.86906 -2.90418
C 1.51618 1.94306 -1.56818
H 3.52018 0.32806 -11.32718
H 4.47718 -0.55794 -10.09218
H 4.87218 0.88506 -10.47718
H 4.26418 1.75806 -8.21818
H 4.23318 0.28306 -8.02018
H 1.95818 0.71006 -7.86918
H 1.80718 2.38506 -7.63618
H 3.58018 2.47906 -6.16018
H 1.04718 1.12306 -5.22618
H 1.39918 2.73006 -5.43318
H 2.85218 2.53206 -3.39818
H 2.92018 0.87606 -3.58518
H 2.06918 0.91406 -1.30818
H 0.48018 1.73806 -1.05018
H 2.03418 2.82706 -1.21818
C -2.90782 -0.95394 1.01082
O -3.89682 -1.82994 0.82982
C -3.50582 -3.10394 0.43082
C -4.84582 -3.86894 0.16982
N -4.61782 -5.31194 -0.00818
C -5.94682 -5.94594 -0.28418
C -5.87982 -7.47994 -0.45418
O -7.15782 -7.93694 -0.79618
C -7.26482 -9.40594 -0.53918
H -3.63582 -0.06894 1.31382
H -2.38582 -0.72194 0.14982
H -2.25382 -1.20494 1.76982
H -2.97282 -3.46894 1.27182
H -3.00282 -2.77294 -0.58018
H -5.34182 -3.44194 -0.65718
H -5.44982 -3.59894 0.90382
H -4.16582 -5.64594 0.91482
H -6.30382 -5.64694 -1.17618
H -6.82882 -5.70194 0.59382
H -5.97082 -8.09694 0.63482
H -5.01982 -7.92394 -1.17218
H -6.81382 -9.81394 0.33382
H -6.59582 -9.94894 -1.27118
H -8.34282 -9.73094 -0.74118
C -0.63282 5.23906 0.17782
O 0.51818 5.74006 1.02882
C 1.02618 4.90106 2.08082
C 0.09818 4.83306 3.28582
N 0.47518 3.77306 4.12682
C 1.63118 3.96906 5.03182
C 1.80818 2.73106 5.89682
O 2.81618 2.97806 6.84382
C 2.82018 1.90206 7.82382
H -1.49682 5.09306 0.68082
H -0.36382 4.41006 -0.40118
H -0.88982 5.96306 -0.65018
H 2.02918 5.25106 2.44882
H 1.14618 4.02806 1.60782
H -0.94182 4.46806 2.77382
H -0.10382 5.81406 3.68282
H 0.65818 2.97406 3.45682
H 1.70218 4.79606 5.82382
H 2.48818 3.94606 4.64582
H 2.10118 2.05406 5.15482
H 0.92618 2.22906 6.44982
H 3.42018 2.04406 8.78982
H 3.16618 1.08106 7.29282
H 1.91518 1.66106 8.34682
*
```

Output
* LUMO: 0.0833 Eh
* E_tot: -48715.23567 eV
* ΔE to the lowest compared entry with this formula, charge and spin: 30.6 kcal per mole
* HOMO energy: -4.694 eV

# 4
8 unconnected molecules or ions with the total composition C22H60O13 in a non-equilibrium geometry, computed with ωB97M-V/def2-TZVPD.

```
! wB97M-V def2-TZVPD RIJCOSX def2/J DEFGRID3
* xyz 0 1
C 3.25943 -6.18224 -0.59219
O 2.24098 -6.23637 0.39908
C 1.70937 -4.95700 0.73081
C 2.76472 -4.11562 1.50562
O 3.77026 -3.52621 0.75809
C 3.68870 -2.14895 0.42579
H 3.78502 -7.12724 -0.72943
H 4.01797 -5.45088 -0.31321
H 2.73215 -5.86897 -1.49327
H 0.81729 -5.14515 1.32821
H 1.41742 -4.46564 -0.19733
H 3.17789 -4.60500 2.38760
H 2.22928 -3.25366 1.90366
H 2.80040 -2.08141 -0.20228
H 4.53381 -1.83439 -0.18653
H 3.58833 -1.52393 1.31313
C -4.98343 0.45070 2.14940
O -5.13289 1.12289 3.39621
C -6.17528 2.05952 3.45398
C -6.09650 3.35733 2.67723
O -6.09715 3.04451 1.30233
C -5.97362 4.22053 0.49672
H -4.48750 1.15127 1.47757
H -5.79349 0.09115 1.51488
H -4.39251 -0.46490 2.17351
H -6.24170 2.14115 4.53889
H -7.05370 1.47649 3.17728
H -5.10209 3.77629 2.83126
H -6.84336 4.10212 2.95217
H -6.09712 3.76144 -0.48414
H -4.92870 4.52934 0.52647
H -6.52876 5.14854 0.63355
C 2.77280 3.67671 -5.90959
O 2.27940 2.32272 -5.58026
C 3.28456 1.31385 -5.60842
C 4.31927 1.45876 -4.46861
O 3.76548 1.49343 -3.16682
C 4.70814 1.55889 -2.12643
H 1.97236 4.39006 -5.71327
H 3.03640 3.86062 -6.95113
H 3.60460 4.01458 -5.29150
H 3.82376 1.35454 -6.55484
H 2.75533 0.36255 -5.55322
H 5.03403 2.25048 -4.69307
H 5.04324 0.64392 -4.46709
H 5.15742 0.58359 -1.93927
H 4.21721 1.93076 -1.22710
H 5.49885 2.21759 -2.48561
C -0.37751 -1.82207 0.39519
O -1.65596 -1.58323 -0.11382
C -1.98305 -0.40664 -0.83775
C -0.96875 0.14434 -1.82609
O -0.66349 -0.84010 -2.80451
C 0.51885 -0.60798 -3.55113
H -0.25308 -2.72082 0.99923
H -0.14879 -0.98567 1.05566
H 0.36436 -2.03644 -0.37407
H -2.10906 0.37828 -0.09201
H -2.85721 -0.77970 -1.37139
H -0.10353 0.59890 -1.34352
H -1.44189 1.01574 -2.27877
H 0.60842 0.36801 -4.02813
H 0.56546 -1.27056 -4.41537
H 1.40076 -0.64237 -2.91148
C 3.19561 -2.31134 5.33289
O 2.45470 -1.72145 4.26686
C 1.17045 -1.20746 4.66525
C 0.00973 -2.24416 4.59027
O 0.15924 -3.25102 5.61535
C -0.21195 -2.85448 6.94657
H 2.84843 -3.29931 5.63534
H 3.29938 -1.64659 6.19047
H 4.21711 -2.24431 4.95851
H 1.02050 -0.48465 3.86328
H 1.26211 -0.62075 5.57929
H 0.10163 -2.54931 3.54790
H -1.01635 -1.87681 4.60774
H -0.27536 -3.70902 7.62025
H -1.20825 -2.41451 6.90278
H 0.44683 -2.14804 7.45159
O -2.54836 -2.98581 -2.98950
H -1.79546 -2.40488 -3.09859
H -2.72724 -2.97284 -2.04925
C 0.83188 3.95371 -1.81174
O 1.60904 4.11044 -2.92253
H 0.24608 4.86756 -1.71264
H 0.01668 3.23040 -1.83096
H 1.44050 3.86451 -0.91190
H 1.62020 3.27640 -3.39778
C -3.68556 4.00514 -2.04931
O -3.59686 5.38972 -1.56259
H -4.11215 3.36310 -1.27866
H -4.30536 3.92278 -2.94216
H -2.76630 3.50370 -2.35198
H -4.47442 5.77129 -1.48584
*
```

Output
* structure (SMILES): COCCOC.COCCOC.COCCOC.COCCOC.COCCOC.CO.CO.O
* LUMO: 0.0165 Eh
* E_tot: -50394.36670 eV
* ΔE to the lowest compared entry with this formula, charge and spin: 57.1 kcal per mole
* HOMO energy: -8.993 eV

- Number 2 is which compound?
  C22H60Cl2F6N6O14S2

- Which of these has the highest E_tot?
  C22H60N3O10

- Which value of E_tot does entry 1 give?
  -117857.56406 eV

- E_tot of number 4 (C22H60O13)?
  -50394.36670 eV